1.
Formula: C34H35IrN2O
Source: the OMol25 dataset
Level of theory: ωB97M-V with the def2-TZVPD basis set

Geometry as XYZ:
```
73
Properties=species:S:1:pos:R:3:forces:R:3
C 2.125842 -0.786541 0.659322 1.5092 0.7409 0.6719
C 2.783711 -1.244017 -0.526341 0.2496 0.0422 0.4500
C 2.539642 -0.273617 -1.545155 1.3555 1.5307 0.0808
H 3.245943 -2.220995 -0.650096 0.0131 0.4241 0.0319
C 1.810281 0.833197 -0.966291 2.2472 0.6932 -0.0271
C 1.522038 0.503933 0.402857 0.6359 0.3489 0.1895
H 1.438343 1.694579 -1.519326 0.3626 -0.3544 0.3971
C -1.326628 -1.922970 1.763983 -0.2471 -0.0549 0.3021
C -0.389568 -2.822877 1.269995 0.1497 -0.3243 0.1382
C -0.300005 -2.711116 -0.173676 -2.1574 -0.3314 -0.4291
H 0.148388 -3.577142 1.834108 -0.0343 0.2728 0.1040
C -1.340726 -1.641491 -0.518697 -0.0086 -1.9928 -0.0380
C -1.908474 -1.187755 0.725530 -0.0641 -0.3770 0.1561
H 2.836287 -0.369550 -2.584986 -0.0545 0.1485 0.2552
H 0.857124 1.033821 1.080517 0.5465 -0.0320 -0.0998
H 2.019407 -1.342307 1.580333 0.1221 0.1584 -0.2393
H -2.773833 -0.527700 0.791539 0.3720 -0.0913 0.1759
H -0.135581 -3.553025 -0.845237 0.0237 -0.0013 0.4958
H -1.658884 -1.883342 2.791921 0.2253 0.1150 0.0084
Ir 0.590668 -0.998376 -0.816346 -2.6029 -3.7591 3.9915
C -2.123969 -1.610261 -1.797776 -0.4013 0.4988 0.2415
C -3.581077 -2.056660 -1.735789 0.0235 -0.0573 -0.1903
C -1.383776 -2.511830 -2.790859 -0.1753 -0.0529 -0.3549
H -3.628913 -3.106682 -1.424679 -0.2818 0.2566 -0.0045
H -3.959200 -1.949484 -2.773952 -0.1529 -0.2329 0.6551
H -4.168238 -1.405987 -1.067311 0.1004 -0.4110 -0.2094
H -1.616370 -3.542702 -2.513645 -0.0275 0.0584 -0.1405
H -0.292344 -2.406858 -2.724104 -0.3980 -0.0607 -0.3412
H -1.710108 -2.368967 -3.822759 0.0381 0.0605 -0.0307
C -2.168791 -0.086101 -2.106784 -1.1206 -0.2960 -0.7210
C -0.989354 0.259689 -2.878985 1.5919 0.9101 0.7156
H -2.143462 0.538879 -1.184350 0.1713 -0.5280 -0.4100
H -3.065457 0.301411 -2.635350 0.2577 -0.7007 0.1262
O 0.167156 -0.135973 -2.486236 -3.2017 3.1641 -5.8922
N -1.116721 1.197186 -3.830470 0.0000 0.6965 0.8060
C -0.153388 2.314632 -3.766959 0.5928 0.2322 -0.8780
H -2.067862 1.507030 -4.000408 0.1660 -0.2494 0.1015
C 1.156602 1.892786 -4.368730 1.2653 -0.3124 -0.5830
C 2.363821 2.521727 -4.002419 -0.2446 -0.5071 0.0891
H 2.315969 3.467954 -3.440904 0.1846 -0.5391 -0.1656
C 3.590849 1.904709 -4.297626 -0.2583 0.1950 -0.2966
H 4.528490 2.391586 -4.003421 -0.4368 -0.2592 -0.1059
C 3.614216 0.666702 -4.959420 -0.2080 0.1007 0.1863
H 4.568986 0.154514 -5.115640 -0.3962 0.1853 0.0575
C 2.415677 0.087281 -5.404702 0.0667 0.3761 -0.0033
H 2.420755 -0.922503 -5.843029 0.0014 0.7331 -0.0895
C 1.203754 0.769134 -5.210426 0.2902 -0.4150 0.4669
H 0.270546 0.355971 -5.616707 0.5024 0.0384 0.3834
H 0.038354 2.644103 -2.717797 -0.5042 -0.1790 -0.7151
H -0.580689 3.131423 -4.356292 -0.0989 0.0280 0.3267
C -1.215962 4.364110 3.152191 0.0064 -0.1097 -0.0239
C -1.538650 3.487770 2.103043 0.1380 -0.1332 0.2330
C -1.148320 2.157443 2.166474 0.3536 -0.2592 0.2867
C -0.444046 1.648962 3.303455 -0.3217 0.7441 0.2555
C -0.145090 2.557263 4.357487 -0.1872 -0.2279 -0.1817
C -0.513603 3.894255 4.271131 -0.1248 -0.1120 -0.2415
N -0.011420 0.356620 3.277070 0.2904 -0.3497 -0.3519
C 0.180008 -0.441919 4.364827 0.0294 0.0391 0.7144
C 1.060449 -1.558427 4.251482 -0.4408 0.1485 -0.2474
C 1.186761 -2.488814 5.267360 -0.0414 0.2119 0.0770
C 0.465593 -2.327389 6.459301 -0.0892 0.1605 -0.0565
C -0.386531 -1.223935 6.613983 0.0986 -0.0073 -0.1321
C -0.524226 -0.288087 5.594944 0.1730 0.0134 -0.1763
H -1.513576 5.412200 3.092281 0.1107 -0.3170 0.0384
H -2.091757 3.840333 1.229380 0.1697 -0.0237 0.3251
H -1.372400 1.451856 1.358508 0.0446 0.2817 0.2834
H 0.391341 2.173410 5.224627 -0.0198 0.2393 -0.2283
H -0.254310 4.573181 5.083654 -0.0911 -0.1458 -0.2451
H 1.608078 -1.676603 3.318200 -0.1449 -0.0046 0.3790
H 1.848840 -3.343674 5.127522 -0.1533 0.2329 0.1289
H 0.569653 -3.055705 7.264129 -0.0622 0.2018 -0.2387
H -0.955690 -1.091978 7.536008 0.2062 -0.0838 -0.2610
H -1.184608 0.573700 5.706514 0.0659 -0.3888 0.0242
```
Positions in Å, forces in eV/Å.

Computed properties:
energy above the lowest of the compared OMol25 structures with the same formula, charge and spin = 0.0 kJ/mol
expectation value of S² = 8.83
orbital gap (alpha / beta) = 6.24 / 5.64 eV
spin multiplicity = 6
HOMO (alpha / beta) = -8.59 / -10.72 eV
charge = +1


2.
Formula: C11H13NOS
Source: the OMol25 dataset
Level of theory: ωB97M-V with the def2-TZVPD basis set

Geometry as XYZ:
```
27
Properties=species:S:1:pos:R:3:forces:R:3
S 2.858151 -2.681551 0.061033 -0.3833 0.3834 -0.2349
C 2.052644 -1.371783 0.479141 0.5990 0.1082 1.6304
N 1.613141 -0.454614 1.100660 1.6795 -3.9151 -1.9876
C 1.045936 0.680382 1.400797 0.4352 4.1896 -0.6813
C 1.771105 1.905663 1.334628 -0.8829 -0.8475 1.1423
C 1.130925 3.028258 1.799554 -0.9580 -0.6025 -0.1779
C -0.211801 3.088518 2.057553 -3.0458 -0.9638 0.8953
C -1.036130 1.864788 1.976388 3.3026 2.4515 -0.3399
C -0.294356 0.744309 1.655430 -3.3000 -0.9893 0.9241
H 2.809090 2.086700 1.154072 0.5849 -0.9739 -0.3165
H 1.712800 3.852304 2.058211 0.8618 1.5233 -0.1033
H -0.612258 4.057986 2.428803 0.0698 -0.9407 -0.3618
H -2.092861 1.714734 2.147935 0.0436 0.6577 0.1169
H -0.963803 -0.133124 1.698139 1.1609 -0.1729 -0.3297
C -1.591335 -0.354383 -1.596324 -2.6894 -3.0798 2.2929
C -0.652908 -1.515887 -1.617433 -1.4245 0.2908 0.7047
C -1.245294 -2.780465 -1.090003 -0.2278 -1.6944 0.4505
C 0.516099 -1.505985 -2.186795 4.4968 -0.7435 -0.5766
O 1.277813 -0.426459 -2.695181 -2.3020 -0.0902 0.8326
H -2.523105 -0.815198 -2.038685 0.6161 0.9900 0.1073
H -1.295284 0.445436 -2.138585 0.8055 2.7018 -1.6499
H -1.940448 -0.052843 -0.555360 0.7795 -0.2480 -1.1584
H -1.473114 -2.775564 0.014773 0.5109 0.2981 -0.8555
H -0.500052 -3.656191 -1.263715 -1.6854 1.2657 0.1392
H -2.300115 -2.920888 -1.531498 1.7156 -0.2664 0.2218
H 1.263425 -2.349573 -2.141198 -1.5196 0.5483 -0.2658
H 0.681737 0.325430 -2.512342 0.7571 0.1195 -0.4189
```
Positions in Å, forces in eV/Å.

Computed properties:
energy above the lowest of the compared OMol25 structures with the same formula, charge and spin = 278.3 kJ/mol
orbital gap = 8.51 eV
spin multiplicity = 1
HOMO = -8.51 eV
charge = 0
SMILES = S=C=Nc1ccccc1.CC(C)=CO


3.
Formula: C31H50BrN3OP2Pb
Source: the OMol25 dataset
Level of theory: ωB97M-V with the def2-TZVPD basis set

Geometry as XYZ:
```
89
Properties=species:S:1:pos:R:3:forces:R:3
C 2.109200 4.632945 -0.869378 -0.1524 -0.5740 -0.6067
C 0.936033 4.340154 -1.583960 0.2329 -0.3248 0.3693
C 1.032567 3.755797 -2.863526 0.4806 0.1245 0.8831
C 2.313323 3.556438 -3.394089 0.9362 -0.5564 -1.2427
N 3.420408 3.851548 -2.705202 -3.9424 1.0856 1.7905
C 3.341959 4.380319 -1.478444 1.6914 0.0958 -0.0151
C -0.309342 4.460548 -0.857757 -1.9312 0.2161 0.5070
C -1.388091 4.488911 -0.250323 1.6472 -1.6473 -0.1435
C -2.512093 3.820775 0.389078 0.3336 1.0628 -0.8545
C -2.267775 2.632869 1.171736 -0.2607 -0.8834 -0.2184
C -3.284701 1.657899 1.171624 1.6651 0.4656 0.3951
C -4.560339 2.061329 0.762291 -2.1392 -1.6043 0.3221
C -4.877110 3.353197 0.348507 0.5617 2.1440 -0.6852
C -3.822266 4.225740 0.033296 -1.2178 -0.2959 0.2999
Pb -0.829820 -0.377702 0.312378 1.2769 1.2296 -0.8468
P 2.200599 -0.425465 -0.621482 1.5490 -0.5311 -0.3710
H 0.153817 3.341636 -3.354153 0.3327 0.4080 -0.3072
H 2.034325 4.905124 0.184628 0.4417 0.3152 -0.4201
H 2.469502 3.118484 -4.380445 -0.1492 0.0419 0.0590
H 4.280440 4.583669 -0.964737 -0.0437 0.0206 0.0084
H -3.993804 5.210214 -0.462635 0.1043 -0.9678 0.5107
H -1.251267 2.547141 1.641381 -1.3407 -0.2709 -0.7486
H -5.921689 3.663427 0.263465 0.3663 -0.1424 -0.2755
H -3.164203 0.589892 1.445598 0.0503 1.0890 0.3961
C 2.913023 -2.113734 -0.306368 -0.6152 -0.3327 0.2738
C 4.052170 -2.679188 -1.159047 0.3519 -0.0605 -0.1256
H 2.037894 -2.779090 -0.384063 0.2465 -0.0062 0.0183
H 3.209961 -2.155274 0.752245 -0.1851 0.1531 -0.1468
H 4.240705 -3.721983 -0.863587 -0.1749 0.3041 -0.0123
H 3.821858 -2.707663 -2.231282 0.0481 0.1514 0.2314
H 5.001971 -2.152724 -0.993450 -0.3447 -0.0286 -0.1740
C 2.507239 -0.091146 -2.427886 -0.7830 0.2453 -0.1113
C 3.858668 0.405504 -2.948209 0.3036 -0.1190 -0.2166
H 1.739945 0.667913 -2.643942 0.0508 -0.0695 -0.2446
H 2.208425 -0.976851 -3.005883 -0.0177 0.0819 0.2635
H 3.822997 0.471833 -4.046219 -0.1057 -0.1298 0.2523
H 4.117809 1.420790 -2.614169 0.0393 -0.4308 0.2684
H 4.675575 -0.291373 -2.719583 -0.1987 0.3416 0.0458
C 3.409254 0.718558 0.218393 -0.6469 0.2087 0.4743
C 4.880890 0.335564 0.380174 0.4753 -0.0572 -0.0772
H 2.956195 0.872662 1.206906 0.2832 0.0671 -0.0796
H 3.349276 1.694301 -0.276790 -0.1761 -0.0480 -0.0758
H 5.399410 1.111504 0.964195 -0.2849 -0.1785 -0.0984
H 5.031389 -0.604004 0.929872 -0.1206 0.2285 -0.2942
H 5.412169 0.293905 -0.581704 -0.2488 -0.1896 0.3129
Br -6.037864 0.830148 0.865227 1.6111 1.1364 -0.0507
P -1.900579 -1.703540 -1.859564 -0.5813 -1.3633 -0.5093
C -0.853686 -2.601374 -3.039244 0.8264 0.0138 -0.0636
C -1.314851 -3.930685 -3.630157 -0.2497 -0.2441 -0.1747
H 0.074209 -2.748259 -2.471397 -0.0004 -0.1797 -0.1285
H -0.568787 -1.903700 -3.834777 -0.1532 0.0568 0.0360
H -0.527439 -4.334333 -4.281219 -0.1926 0.1645 0.1914
H -1.504886 -4.685641 -2.859048 -0.0209 0.1866 -0.1311
H -2.214247 -3.817715 -4.245352 0.1359 -0.0256 0.1561
C -2.972937 -2.886346 -0.969771 0.0291 -0.0766 0.5601
C -4.381295 -3.208940 -1.460060 -0.1968 -0.1729 -0.1120
H -3.040581 -2.434245 0.032084 -0.2014 -0.1894 0.0625
H -2.396939 -3.809941 -0.813906 -0.0120 0.1847 -0.1155
H -4.858612 -3.887798 -0.739663 0.1373 0.1651 -0.2317
H -5.016396 -2.317745 -1.524825 0.1671 -0.1329 -0.0920
H -4.371270 -3.717287 -2.429977 -0.0205 0.1490 0.1539
C -2.953555 -0.520519 -2.758312 0.1656 0.9479 0.3518
C -3.425622 -0.816250 -4.183752 -0.1216 -0.0892 -0.1274
H -2.318068 0.382890 -2.752574 -0.2118 0.0422 -0.2608
H -3.801696 -0.247547 -2.108291 0.1537 -0.2570 -0.0961
H -4.021064 0.029100 -4.548905 0.1293 -0.1588 0.1208
H -2.591503 -0.938251 -4.880977 -0.1013 -0.0955 0.1610
H -4.066409 -1.700682 -4.228740 0.1588 0.0674 0.0162
C 0.738026 1.377250 3.222896 -0.2281 -0.0564 0.0096
N 0.255972 0.383848 4.157592 -0.1872 -0.0897 -0.8540
C 0.863745 0.419056 5.469109 0.2726 -0.3404 0.3913
C -0.052267 -0.361587 6.384978 -0.1027 0.4339 0.6364
C -0.192819 -1.780686 5.907477 0.2426 -0.4637 0.2607
N -0.493903 -1.813772 4.485813 0.0923 0.7676 -1.4439
C -0.951851 -3.079683 3.913783 -0.2953 -0.3747 0.2111
C -0.343226 -0.736921 3.694688 0.5815 -0.7587 1.0380
O -0.723974 -0.769381 2.475869 -0.2448 -0.3313 -0.0386
H 1.570160 1.002129 2.612866 -0.0253 0.1561 0.2035
H 1.035931 2.245385 3.811968 0.1676 -0.0650 -0.2432
H -0.058737 1.688881 2.552883 0.0583 -0.0666 0.0104
H 1.879116 -0.044656 5.419924 -0.5169 0.5292 0.1975
H 0.905715 1.482210 5.752490 0.2680 -0.5352 0.1579
H -1.020202 0.160836 6.419084 0.1913 -0.2558 0.0699
H 0.362012 -0.375159 7.390778 -0.0945 0.0447 0.0856
H -1.014225 -2.311600 6.394239 0.1567 0.1284 0.2323
H 0.741935 -2.335856 6.101688 -0.3634 0.0644 -0.1169
H -0.370619 -3.898143 4.350545 0.0708 0.2148 -0.0761
H -1.997868 -3.276000 4.194026 0.2146 0.1571 -0.2532
H -0.825343 -3.101879 2.823082 -0.0983 0.0801 0.5145
```
Positions in Å, forces in eV/Å.

Computed properties:
orbital gap (alpha / beta) = 3.27 / 3.57 eV
spin multiplicity = 1
HOMO (alpha / beta) = -18.34 / -18.34 eV
charge = +4


4.
Formula: C6H8PS3
Source: the OMol25 dataset
Level of theory: ωB97M-V with the def2-TZVPD basis set

Geometry as XYZ:
```
18
Properties=species:S:1:pos:R:3:forces:R:3
C -2.707309 -0.640266 0.208621 2.2048 1.0356 -0.1307
C -2.277398 0.284445 -0.766031 -1.2508 -0.8541 1.4051
C -1.784431 -1.264259 1.040333 -1.1809 -1.2675 1.3872
C -0.961275 0.616067 -0.845246 -1.2615 -1.6302 -0.3738
C -0.466163 -0.906297 0.953711 1.7184 -1.9147 1.1842
C -0.081652 -0.098272 -0.093971 2.2582 0.9931 1.3523
P 1.615058 0.473905 -0.208920 2.7863 -1.7765 0.4755
S 1.567905 2.512947 0.063606 -2.6591 -0.4874 0.3320
S 2.582044 0.007804 -2.094406 -0.9816 0.8608 1.3132
S 2.992859 -0.825165 1.283709 -0.9459 2.5867 -1.5096
H -3.691569 -0.646276 0.519171 -2.2159 -0.6382 -0.1570
H -3.019147 0.751171 -1.365745 -0.3805 0.5081 -0.4262
H -2.119931 -2.040403 1.822085 0.5063 1.5843 -1.2374
H -0.658015 1.272560 -1.564816 0.8909 1.7825 -1.7987
H 0.279329 -1.334837 1.710771 -1.0788 0.6775 -1.3786
H 2.800920 2.814714 0.052772 2.4452 0.1619 -0.1802
H 1.957868 -1.152120 -1.935659 0.0148 -0.6832 -0.2811
H 3.970907 0.174283 1.220013 -0.8698 -0.9387 0.0235
```
Positions in Å, forces in eV/Å.

Computed properties:
energy above the lowest of the compared OMol25 structures with the same formula, charge and spin = 20.9 kJ/mol
orbital gap = 8.62 eV
spin multiplicity = 1
HOMO = -13.65 eV
charge = +1